[1]
Molecular formula: C11H12FN
Method: DFT, wB97M-V/def2-TZVPD

Results
- HOMO level: -9.615 eV
- Relative energy (zero: lowest compared OMol25 entry of this formula, charge and spin): 0.000 eV
- SMILES: CC(C)[C@@](F)(C#N)c1ccccc1
- Frontier orbital gap: 10.4 eV

Positions of all 25 atoms, in Å:
1 C -2.56 -1.70 0.51
2 C -1.56 -0.56 0.52
3 C -1.14 -0.17 1.92
4 C -0.16 -1.05 -0.32
5 F 0.39 -2.09 0.40
6 C -0.58 -1.51 -1.63
7 N -0.93 -1.82 -2.67
8 C 0.80 0.10 -0.46
9 C 0.47 1.16 -1.30
10 C 1.34 2.23 -1.44
11 C 2.55 2.24 -0.76
12 C 2.88 1.18 0.07
13 C 2.01 0.11 0.22
14 H -2.88 -1.93 -0.51
15 H -3.43 -1.44 1.10
16 H -2.11 -2.60 0.94
17 H -1.94 0.31 -0.04
18 H -0.34 0.57 1.90
19 H -0.79 -1.04 2.46
20 H -1.98 0.26 2.45
21 H -0.46 1.15 -1.84
22 H 1.08 3.05 -2.09
23 H 3.23 3.07 -0.88
24 H 3.82 1.18 0.60
25 H 2.28 -0.72 0.85



[2]
Molecular formula: C11H12InN2O5
Method: DFT, wB97M-V/def2-TZVPD

Results
- Total charge: +3
- HOMO level: -18.557 eV
- Frontier orbital gap: 2.4 eV

Positions of all 31 atoms, in Å:
1 N 3.40 1.89 1.02
2 C 3.59 0.48 0.53
3 C 2.72 0.09 -0.81
4 O 3.71 -0.12 -1.90
5 C 1.86 -1.27 -0.45
6 C 0.24 -1.06 -0.32
7 C -0.75 -2.30 -0.81
8 C -2.40 -2.26 -0.70
9 C -3.09 -0.89 -0.11
10 C -2.11 0.33 0.37
11 C -0.47 0.29 0.30
12 O 0.29 1.44 0.81
13 C -3.09 1.52 0.90
14 O -2.66 2.63 1.51
15 N -4.47 1.04 0.50
16 O -5.34 1.51 1.41
17 C -4.65 -0.45 0.13
18 O -5.77 -1.17 0.03
19 H 2.68 2.42 0.48
20 H 3.20 1.90 2.05
21 H 4.75 0.36 0.27
22 H 3.39 -0.24 1.46
23 H 2.02 0.98 -1.16
24 H 3.72 0.77 -2.41
25 H 2.22 -1.82 0.53
26 H 2.04 -2.04 -1.34
27 H -0.29 -3.31 -1.26
28 H -3.08 -3.17 -1.02
29 H 0.61 1.25 1.74
30 H -5.27 2.52 1.33
31 In 3.03 -1.33 -3.07



[3]
Molecular formula: C11H12LuN2O4Se
Method: DFT, wB97M-V/def2-TZVPD

Results
- Total charge: +3
- HOMO level: -18.357 eV
- Frontier orbital gap: 4.7 eV

Positions of all 31 atoms, in Å:
1 Lu -0.55 0.41 0.56
2 O 1.16 -1.62 -1.72
3 C 0.50 -0.98 -1.01
4 C -2.68 1.26 1.05
5 O -3.69 1.72 1.34
6 C -1.64 -1.46 1.35
7 O -2.08 -2.40 1.84
8 C -1.11 1.52 -1.39
9 O -1.23 2.16 -2.35
10 C -3.85 -1.69 -2.55
11 H -3.40 -1.33 -3.48
12 H -3.63 -2.72 -2.24
13 C -4.71 -0.92 -1.86
14 H -5.16 -1.28 -0.93
15 H -4.92 0.10 -2.17
16 C 2.08 2.56 -0.51
17 N 2.50 1.38 0.26
18 C 3.46 0.48 -0.18
19 C 3.40 -0.61 0.64
20 N 2.38 -0.40 1.56
21 C 1.81 -1.42 2.44
22 C 1.81 0.84 1.33
23 Se 0.60 1.77 2.49
24 H 1.34 2.27 -1.27
25 H 2.97 2.99 -1.00
26 H 1.63 3.29 0.18
27 H 4.08 0.67 -1.04
28 H 3.97 -1.54 0.65
29 H 1.84 -2.39 1.93
30 H 2.37 -1.48 3.39
31 H 0.76 -1.18 2.68



[4]
Molecular formula: C11H12N2O2
Method: DFT, wB97M-V/def2-TZVPD

Results
- HOMO level: -8.448 eV
- Relative energy (zero: lowest compared OMol25 entry of this formula, charge and spin): 1.825 eV
- SMILES: CCOc1cccc(-c2cc(=O)[nH][nH]2)c1
- Frontier orbital gap: 8.9 eV

Positions of all 27 atoms, in Å:
1 C 4.07 1.04 -0.89
2 C 3.54 1.08 0.55
3 O 2.14 1.25 0.60
4 C 1.31 0.21 0.33
5 C 1.71 -1.10 0.09
6 C 0.75 -2.07 -0.15
7 C -0.59 -1.77 -0.16
8 C -1.00 -0.45 0.08
9 C -2.41 -0.10 0.07
10 C -3.01 1.10 -0.15
11 C -4.45 0.93 -0.05
12 O -5.37 1.70 -0.21
13 N -4.60 -0.40 0.31
14 N -3.38 -1.07 0.24
15 C -0.05 0.52 0.32
16 H 3.79 1.96 -1.40
17 H 5.16 0.97 -0.87
18 H 3.66 0.20 -1.43
19 H 3.85 0.18 1.10
20 H 3.94 1.96 1.07
21 H 2.75 -1.38 0.10
22 H 1.07 -3.09 -0.34
23 H -1.32 -2.53 -0.38
24 H -2.54 2.03 -0.41
25 H -5.45 -0.92 0.18
26 H -3.24 -1.81 0.90
27 H -0.34 1.54 0.52



[5]
Molecular formula: C11H12N2O2
Method: DFT, wB97M-V/def2-TZVPD

Results
- HOMO level: -7.582 eV
- Relative energy (zero: lowest compared OMol25 entry of this formula, charge and spin): 3.177 eV
- SMILES: N[C@@H](Cc1c[nH]c2ccccc12)C(=O)O
- Frontier orbital gap: 8.4 eV

Positions of all 27 atoms, in Å:
1 N 2.07 0.42 -1.70
2 C 1.59 1.65 -1.08
3 C 0.02 1.67 -1.07
4 C -0.44 0.85 0.05
5 C -0.75 1.31 1.31
6 N -1.67 0.44 1.85
7 C -1.64 -0.71 1.06
8 C -2.25 -1.94 1.29
9 C -1.80 -3.04 0.42
10 C -0.86 -2.85 -0.71
11 C -0.41 -1.54 -0.86
12 C -0.86 -0.55 -0.07
13 C 2.11 1.87 0.35
14 O 1.73 2.57 1.24
15 O 2.85 0.78 0.68
16 H 2.19 -0.52 -1.28
17 H 1.78 0.23 -2.57
18 H 1.91 2.47 -1.63
19 H -0.25 2.71 -0.78
20 H -0.56 1.43 -2.01
21 H -0.41 2.29 1.62
22 H -1.93 0.51 2.85
23 H -2.66 -2.04 2.25
24 H -2.33 -4.03 0.52
25 H -0.69 -3.42 -1.63
26 H 0.19 -1.37 -1.71
27 H 3.06 0.82 1.61



[6]
Molecular formula: C11H12N2O2
Method: DFT, wB97M-V/def2-TZVPD

Results
- HOMO level: -6.833 eV
- Relative energy (zero: lowest compared OMol25 entry of this formula, charge and spin): 6.774 eV
- Frontier orbital gap: 6.5 eV

Positions of all 27 atoms, in Å:
1 C 0.24 -2.68 -1.24
2 C 1.23 -1.78 -0.97
3 C -0.95 -2.56 -0.59
4 C 1.12 -0.77 0.02
5 C -1.14 -1.47 0.32
6 C -0.07 -0.69 0.70
7 C 0.32 1.79 -2.18
8 C 0.12 1.65 1.52
9 C -0.11 0.33 1.74
10 C 0.34 1.30 -3.52
11 C -0.73 0.10 3.11
12 N 0.61 1.85 -1.04
13 N 0.80 2.17 0.21
14 O -0.13 2.65 2.21
15 O -2.09 0.67 3.28
16 H 0.64 -3.53 -1.83
17 H 2.24 -1.87 -1.46
18 H -1.65 -3.36 -0.59
19 H 1.99 -0.23 0.33
20 H -2.13 -1.44 0.81
21 H -0.69 1.30 -4.08
22 H 0.69 0.32 -3.42
23 H 1.06 2.02 -4.00
24 H 0.01 0.40 3.85
25 H -0.83 -0.91 3.44
26 H 1.31 3.12 0.34
27 H -2.18 1.59 3.05



[7]
Molecular formula: C11H12N2S
Method: DFT, wB97M-V/def2-TZVPD

Results
- HOMO level (alpha / beta): -8.667 / -8.665 eV
- Relative energy (zero: lowest compared OMol25 entry of this formula, charge and spin): 5.231 eV
- Frontier orbital gap (alpha / beta): 8.4 / 8.4 eV

Positions of all 26 atoms, in Å:
1 C -2.89 -0.46 -3.07
2 C 2.70 1.77 -0.14
3 C 2.96 0.57 -0.79
4 C 1.53 1.90 0.49
5 C 2.08 -0.48 -0.74
6 C 0.42 1.01 0.29
7 C 0.82 -0.24 -0.18
8 C -2.85 -1.98 -1.00
9 C -2.18 -1.22 -2.06
10 C -1.02 1.39 0.59
11 C -0.07 -1.40 0.01
12 N -3.51 0.18 -3.79
13 N -2.02 -0.84 -0.72
14 S 0.21 -2.90 -0.76
15 H 3.51 2.47 -0.13
16 H 4.01 0.50 -1.05
17 H 1.32 2.81 1.06
18 H 2.17 -1.43 -1.29
19 H -3.84 -1.63 -0.84
20 H -2.69 -2.98 -0.68
21 H -1.38 -1.71 -2.61
22 H -1.25 1.01 1.60
23 H -1.32 2.43 0.42
24 H -1.55 0.76 -0.04
25 H -0.34 -1.49 1.06
26 H 0.49 -2.68 -2.00



[8]
Molecular formula: C11H12N4O3
Method: DFT, wB97M-V/def2-TZVPD

Results
- HOMO level: -8.304 eV
- Relative energy (zero: lowest compared OMol25 entry of this formula, charge and spin): 0.198 eV
- SMILES: COc1ccc(Cc2nnn(CC(=O)O)n2)cc1
- Frontier orbital gap: 8.9 eV

Positions of all 30 atoms, in Å:
1 C -4.80 -1.52 0.98
2 O -3.79 -1.65 0.00
3 C -2.87 -0.66 -0.12
4 C -2.84 0.51 0.64
5 C -1.85 1.45 0.42
6 C -0.89 1.26 -0.55
7 C 0.21 2.28 -0.76
8 C 1.46 1.73 -0.17
9 N 1.87 1.96 1.09
10 N 2.95 1.29 1.26
11 N 3.20 0.68 0.13
12 C 4.30 -0.21 -0.06
13 C 3.86 -1.66 0.11
14 O 2.77 -2.02 0.43
15 O 4.88 -2.49 -0.14
16 N 2.30 0.92 -0.80
17 C -0.91 0.09 -1.30
18 C -1.89 -0.85 -1.09
19 H -5.40 -2.42 0.90
20 H -4.37 -1.45 1.99
21 H -5.43 -0.64 0.80
22 H -3.58 0.69 1.40
23 H -1.84 2.35 1.03
24 H -0.03 3.22 -0.26
25 H 0.37 2.45 -1.83
26 H 5.07 0.02 0.69
27 H 4.71 -0.08 -1.06
28 H 4.61 -3.41 -0.03
29 H -0.15 -0.07 -2.04
30 H -1.91 -1.76 -1.67



[9]
Molecular formula: C11H12NO2
Method: DFT, wB97M-V/def2-TZVPD

Results
- Total charge: -1
- HOMO level: -4.379 eV
- Relative energy (zero: lowest compared OMol25 entry of this formula, charge and spin): 0.693 eV
- Frontier orbital gap: 7.6 eV

Positions of all 26 atoms, in Å:
1 C 1.30 -2.21 -4.52
2 C 1.93 -1.26 -3.47
3 O 1.21 -1.03 -2.45
4 O 3.04 -0.78 -3.74
5 H 1.25 -1.64 -5.45
6 H 0.37 -2.63 -4.13
7 H 1.99 -3.04 -4.70
8 C 2.14 0.52 1.93
9 C 0.55 0.44 -0.04
10 C 0.77 0.56 1.30
11 C -1.48 0.59 0.87
12 C -0.52 0.60 1.91
13 C -2.83 0.81 1.09
14 C -0.98 0.70 3.23
15 C -3.26 0.71 2.41
16 C -2.34 0.75 3.46
17 N -0.78 0.52 -0.32
18 H 1.29 0.28 -0.81
19 H -1.20 0.20 -1.17
20 H 2.17 1.01 2.90
21 H 2.82 1.13 1.33
22 H -3.51 1.02 0.27
23 H -0.28 0.71 4.06
24 H -4.33 0.76 2.60
25 H -2.75 0.89 4.46
26 H 2.58 -0.47 1.86



[10]
Molecular formula: C11H13BrN2
Method: DFT, wB97M-V/def2-TZVPD

Results
- HOMO level: -8.051 eV
- Relative energy (zero: lowest compared OMol25 entry of this formula, charge and spin): 1.373 eV
- SMILES: CN1N=CC[C@]1(CBr)c1ccccc1
- Frontier orbital gap: 8.8 eV

Positions of all 27 atoms, in Å:
1 C -0.56 -1.71 -1.81
2 N -0.16 -1.63 -0.43
3 N -0.16 -2.82 0.26
4 C 0.45 -2.74 1.36
5 C 1.04 -1.29 1.60
6 C 0.75 -0.66 0.21
7 C 2.03 -0.67 -0.71
8 Br 3.38 0.42 0.07
9 C 0.12 0.71 0.29
10 C -0.88 0.88 1.18
11 C -1.62 2.16 1.24
12 C -1.13 3.20 0.49
13 C -0.04 3.01 -0.39
14 C 0.56 1.75 -0.57
15 H 0.14 -1.40 -2.57
16 H -0.77 -2.73 -1.97
17 H -1.52 -1.36 -1.92
18 H 0.50 -3.54 2.05
19 H 0.80 -0.65 2.42
20 H 2.09 -1.60 1.79
21 H 1.83 -0.04 -1.60
22 H 2.16 -1.69 -0.90
23 H -1.32 0.13 1.79
24 H -2.50 2.20 2.03
25 H -1.44 4.23 0.60
26 H 0.57 3.79 -0.79
27 H 1.33 1.54 -1.31



[11]
Molecular formula: C11H13ClCoO
Method: DFT, wB97M-V/def2-TZVPD

Results
- Total charge: -1
- HOMO level (alpha / beta): -2.642 / -2.361 eV
- <S²>: 6.037
- 2S+1: 5
- Frontier orbital gap (alpha / beta): 5.8 / 3.7 eV

Positions of all 27 atoms, in Å:
1 C -2.62 -1.01 -0.10
2 C -1.78 -1.19 -1.25
3 C -1.42 0.08 -1.77
4 H -1.56 -2.15 -1.72
5 C -1.83 1.06 -0.85
6 C -2.56 0.41 0.23
7 H -3.17 0.87 0.99
8 H -3.30 -1.74 0.34
9 H -0.95 0.26 -2.74
10 H -1.70 2.15 -0.96
11 Co -0.93 -0.57 0.93
12 Cl 0.02 -2.43 1.25
13 C 2.52 0.17 0.13
14 C 2.13 1.41 -0.45
15 C 1.74 1.15 -1.79
16 H 2.11 2.37 0.06
17 C 1.93 -0.24 -2.05
18 C 2.42 -0.84 -0.86
19 H 2.66 -1.89 -0.72
20 H 2.88 0.03 1.15
21 H 1.42 1.90 -2.50
22 H 1.71 -0.74 -2.98
23 C 0.06 0.16 3.18
24 O 0.14 0.55 1.84
25 H 1.01 -0.29 3.52
26 H -0.77 -0.56 3.33
27 H -0.14 1.07 3.80



[12]
Molecular formula: C11H13ClN2OS
Method: DFT, wB97M-V/def2-TZVPD

Results
- HOMO level: -8.059 eV
- Relative energy (zero: lowest compared OMol25 entry of this formula, charge and spin): 0.000 eV
- Frontier orbital gap: 8.7 eV

Positions of all 29 atoms, in Å:
1 O 2.41 -0.39 2.81
2 Cl 0.71 2.27 3.81
3 C -1.45 2.00 2.07
4 C -2.07 1.50 0.93
5 C -0.10 1.66 2.33
6 C -0.03 0.46 0.19
7 C 0.61 0.89 1.38
8 C -1.41 0.73 0.00
9 N -2.23 -1.20 -1.27
10 N 0.76 -0.18 -0.80
11 S 2.34 0.57 1.71
12 C -2.07 0.27 -1.25
13 C -1.02 -1.99 -1.08
14 C 0.30 -1.36 -1.55
15 C 2.21 0.15 -0.92
16 C 2.90 -0.41 0.26
17 H -2.01 2.65 2.74
18 H -3.12 1.70 0.79
19 H -2.92 -1.50 -0.60
20 H -1.51 0.57 -2.14
21 H -3.07 0.72 -1.27
22 H -1.14 -2.94 -1.65
23 H -0.87 -2.20 -0.03
24 H 1.05 -2.15 -1.60
25 H 0.09 -0.99 -2.58
26 H 2.61 -0.27 -1.85
27 H 2.35 1.23 -0.97
28 H 2.67 -1.49 0.40
29 H 4.01 -0.33 0.15



[13]
Molecular formula: C11H13ClO
Method: DFT, wB97M-V/def2-TZVPD

Results
- HOMO level (alpha / beta): -7.358 / -5.938 eV
- Relative energy (zero: lowest compared OMol25 entry of this formula, charge and spin): 5.819 eV
- Frontier orbital gap (alpha / beta): 8.1 / 5.1 eV

Positions of all 26 atoms, in Å:
1 C 2.96 -1.90 0.46
2 C 2.38 -1.31 1.61
3 C 2.24 -2.16 -0.75
4 C 1.07 -0.91 1.61
5 C 0.93 -1.83 -0.70
6 C 0.36 -1.15 0.41
7 C -0.40 -2.13 -1.29
8 C -0.98 -1.36 -0.08
9 C -1.78 2.17 -1.48
10 C -1.79 1.78 1.14
11 C -2.26 1.45 -0.20
12 O -3.23 0.56 -0.22
13 Cl -2.42 -1.97 0.66
14 H 4.03 -2.11 0.62
15 H 3.12 -1.22 2.46
16 H 2.57 -2.83 -1.47
17 H 0.48 -0.74 2.54
18 H -0.69 -1.68 -2.28
19 H -0.55 -3.20 -1.24
20 H -2.33 3.17 -1.45
21 H -2.07 1.62 -2.34
22 H -0.60 2.50 -1.47
23 H -1.02 1.02 1.50
24 H -1.20 2.75 1.15
25 H -2.64 1.78 1.76
26 H -3.07 -0.28 0.33



[14]
Molecular formula: C11H13ClO3
Method: DFT, wB97M-V/def2-TZVPD

Results
- HOMO level: -8.215 eV
- Relative energy (zero: lowest compared OMol25 entry of this formula, charge and spin): 0.832 eV
- SMILES: COC(=CCl)OC.O=Cc1ccccc1
- Frontier orbital gap: 8.2 eV

Positions of all 28 atoms, in Å:
1 C -1.24 -0.86 3.59
2 O -2.00 -1.30 2.48
3 C -1.33 -1.94 1.49
4 C -1.99 -2.62 0.54
5 Cl -3.71 -2.68 0.53
6 O 0.02 -1.83 1.58
7 C 0.82 -2.52 0.65
8 H -0.45 -0.17 3.29
9 H -0.79 -1.71 4.12
10 H -1.95 -0.36 4.24
11 H -1.51 -3.08 -0.30
12 H 1.85 -2.36 0.99
13 H 0.71 -2.12 -0.36
14 H 0.60 -3.58 0.65
15 O 0.22 -1.04 -2.67
16 C -0.26 -0.11 -2.06
17 C 0.40 1.17 -1.81
18 C -0.20 2.12 -0.98
19 C 0.42 3.34 -0.77
20 C 1.63 3.62 -1.39
21 C 2.24 2.67 -2.20
22 C 1.63 1.45 -2.41
23 H -1.27 -0.18 -1.63
24 H -1.14 1.88 -0.51
25 H -0.05 4.07 -0.13
26 H 2.10 4.58 -1.24
27 H 3.18 2.89 -2.68
28 H 2.08 0.69 -3.03



[15]
Molecular formula: C11H13ClOY
Method: DFT, wB97M-V/def2-TZVPD

Results
- Total charge: -1
- HOMO level: -3.322 eV
- Relative energy (zero: lowest compared OMol25 entry of this formula, charge and spin): 0.000 eV
- Frontier orbital gap: 6.2 eV

Positions of all 27 atoms, in Å:
1 C -2.75 -0.97 -0.30
2 C -1.96 -1.17 -1.48
3 C -1.52 0.11 -1.95
4 H -1.70 -2.11 -1.96
5 C -1.97 1.10 -1.01
6 C -2.73 0.42 0.01
7 H -3.02 0.90 0.95
8 H -3.09 -1.77 0.35
9 H -1.01 0.32 -2.90
10 H -1.83 2.17 -1.14
11 Y -0.56 -0.64 0.76
12 Cl 0.06 -2.98 1.21
13 C 2.82 0.22 0.02
14 C 2.34 1.45 -0.56
15 C 1.81 1.16 -1.85
16 H 2.25 2.39 -0.02
17 C 1.95 -0.25 -2.09
18 C 2.57 -0.83 -0.94
19 H 2.72 -1.89 -0.76
20 H 3.17 0.07 1.02
21 H 1.26 1.85 -2.48
22 H 1.52 -0.80 -2.92
23 C -0.05 0.22 3.66
24 O -0.23 0.67 2.31
25 H -0.10 1.17 4.25
26 H 0.92 -0.31 3.86
27 H -0.86 -0.50 3.96



[16]
Molecular formula: C11H13ClSi
Method: DFT, wB97M-V/def2-TZVPD

Results
- HOMO level (alpha / beta): -9.075 / -6.414 eV
- Relative energy (zero: lowest compared OMol25 entry of this formula, charge and spin): 5.661 eV
- Frontier orbital gap (alpha / beta): 8.5 / 5.9 eV

Positions of all 26 atoms, in Å:
1 C 1.58 1.60 1.39
2 C 2.17 2.30 0.35
3 C 1.61 0.24 1.36
4 C 2.63 1.64 -0.80
5 C 2.18 -0.44 0.27
6 C 2.75 0.29 -0.77
7 C -0.88 -0.04 -2.91
8 C -3.91 -0.55 1.97
9 C -1.80 -0.63 -2.07
10 C -3.46 -0.94 0.79
11 C 2.14 -1.96 0.32
12 Si -2.16 -0.12 -0.34
13 Cl -1.44 1.79 0.18
14 H 1.29 2.32 2.16
15 H 2.17 3.35 0.39
16 H 1.22 -0.39 2.20
17 H 2.91 2.23 -1.60
18 H -0.56 -0.63 -3.89
19 H -0.09 0.57 -2.62
20 H -4.90 -0.67 2.34
21 H -3.29 0.25 2.58
22 H -2.32 -1.41 -2.58
23 H -4.12 -1.64 0.25
24 H 3.10 -2.39 0.41
25 H 1.54 -2.33 1.16
26 H 1.65 -2.42 -0.53



[17]
Molecular formula: C11H13EuF6NO
Method: DFT, wB97M-V/def2-TZVPD

Results
- Total charge: -2
- HOMO level (alpha / beta): 2.177 / 2.110 eV
- <S²>: 15.761
- 2S+1: 8
- Frontier orbital gap (alpha / beta): 3.0 / 3.0 eV

Positions of all 33 atoms, in Å:
1 C -1.14 0.98 -3.09
2 C 0.24 0.80 -3.40
3 C 1.01 1.77 -2.63
4 C 0.04 2.54 -1.84
5 C -1.28 2.03 -2.14
6 Eu 0.28 0.23 -0.67
7 N -1.27 -1.38 -0.81
8 C -0.64 -2.85 -1.69
9 C 0.61 -2.51 -2.26
10 H 2.13 1.90 -2.61
11 H 0.69 0.01 -4.02
12 H 0.30 3.39 -1.14
13 H -2.20 2.43 -1.72
14 H -1.94 0.36 -3.45
15 H 0.64 -2.19 -3.34
16 H -1.27 -3.53 -2.33
17 H -2.26 -1.59 -0.94
18 H 1.51 -2.52 -1.61
19 H -0.75 -3.14 -0.55
20 C 1.59 0.96 3.30
21 C 0.38 0.47 2.49
22 O 0.29 1.17 1.26
23 C 0.55 -1.14 2.33
24 F 1.04 -1.73 3.43
25 F -0.60 -1.76 2.00
26 F 1.51 -1.31 1.29
27 C -0.99 0.77 3.26
28 F -1.03 0.16 4.47
29 F -1.04 2.15 3.47
30 F -2.04 0.32 2.56
31 H 2.50 0.65 2.77
32 H 1.60 0.54 4.30
33 H 1.55 2.05 3.33